DFT (the ωB97M-V functional and the def2-TZVPD basis) results for a 6-piece molecular cluster, C54H114N6O6 overall in a non-equilibrium geometry.

Each line ends with the Mulliken charge.
Positions of all 180 atoms, in Å:
C1 -10.526980 16.115397 1.355314  -1.828
C2 -11.830173 16.919077 1.256461  1.557
C3 -11.582352 18.067663 0.254328  -1.951
C4 -12.926221 16.084466 0.546861  -1.036
C5 -13.298705 14.957969 1.453930  -0.623
C6 -13.929375 15.474962 2.714498  -0.614
C7 -13.100689 16.583611 3.455572  1.908
C8 -14.133400 17.295324 4.324332  -2.019
C9 -12.023834 15.986370 4.388015  -1.811
N1 -12.450134 17.473642 2.475240  0.485
O1 -11.819744 18.591799 3.024403  -0.529
H1 -10.150876 15.865384 0.367013  0.403
H2 -9.844743 16.729808 1.946982  0.394
H3 -10.675139 15.209405 1.937757  0.353
H4 -10.766462 18.726742 0.572304  0.417
H5 -11.285306 17.602681 -0.687183  0.408
H6 -12.369066 18.792617 0.033236  0.358
H7 -13.798654 16.644851 0.216091  0.195
H8 -12.420164 15.567783 -0.277499  0.497
H9 -14.063717 14.343698 0.962659  -0.053
H10 -12.453349 14.283095 1.593851  0.345
H11 -14.050601 14.572852 3.319160  0.056
H12 -14.928691 15.845159 2.478832  0.316
H13 -14.941744 17.762814 3.761843  0.410
H14 -13.711696 18.071118 4.968082  0.454
H15 -14.516428 16.525151 4.996384  0.338
H16 -12.431575 15.496819 5.277311  0.417
H17 -11.360565 16.739803 4.819466  0.399
H18 -11.381618 15.277067 3.867912  0.335
H19 -12.341401 19.335039 2.703119  0.338
C10 -17.565955 14.211849 -2.877281  -1.901
C11 -16.340575 14.954169 -3.392357  2.054
C12 -15.100617 14.057509 -3.423948  -1.466
C13 -16.779034 15.269841 -4.872707  -1.104
C14 -15.821993 16.214368 -5.584039  -0.492
C15 -15.800897 17.520039 -4.828018  -1.209
C16 -15.422594 17.458809 -3.329082  1.946
C17 -13.897637 17.365986 -3.156303  -1.458
C18 -15.987003 18.704971 -2.656754  -1.795
N2 -16.087030 16.262579 -2.783220  0.440
O2 -16.051501 16.162394 -1.379340  -0.349
H20 -17.329577 13.983252 -1.827972  0.326
H21 -18.555935 14.658342 -2.882485  0.389
H22 -17.552530 13.255962 -3.399886  0.409
H23 -14.683607 14.027987 -2.410861  0.022
H24 -15.275145 13.037046 -3.769800  0.442
H25 -14.249750 14.408629 -4.012136  0.295
H26 -16.976776 14.367690 -5.455802  -0.061
H27 -17.742493 15.795584 -4.844216  0.391
H28 -14.886332 15.637643 -5.514503  -0.081
H29 -15.978767 16.320069 -6.657920  0.421
H30 -16.827726 17.816087 -5.060484  0.283
H31 -14.941359 18.128019 -5.131394  0.556
H32 -13.532169 16.526092 -3.753630  0.281
H33 -13.584668 17.034427 -2.161986  0.049
H34 -13.407791 18.325012 -3.323086  0.562
H35 -16.055341 18.622235 -1.575952  0.271
H36 -16.984261 18.828903 -3.090816  0.400
H37 -15.440310 19.588008 -2.994347  0.407
H38 -16.919744 16.455369 -1.073044  0.264
C19 -17.629951 23.588024 -6.114437  -1.811
C20 -16.744553 23.221677 -4.881185  1.373
C21 -15.467002 22.535778 -5.266196  -1.978
C22 -16.313176 24.584675 -4.232358  -0.879
C23 -17.333793 25.179692 -3.245164  -0.874
C24 -17.783742 24.122293 -2.232238  -0.976
C25 -18.357114 22.846547 -2.886353  1.199
C26 -18.476387 21.796962 -1.742310  -1.911
C27 -19.766073 23.181393 -3.362384  -1.776
N3 -17.435531 22.347514 -3.911228  0.763
O3 -17.905650 21.154991 -4.451488  -0.579
H39 -18.507813 24.180359 -5.860923  0.377
H40 -16.995230 23.930934 -6.928885  0.470
H41 -18.133313 22.685538 -6.481307  0.390
H42 -14.832046 22.121497 -4.492061  0.335
H43 -15.520553 21.935069 -6.185010  0.364
H44 -14.878818 23.287263 -5.823390  0.523
H45 -15.340526 24.492388 -3.751251  0.442
H46 -16.384040 25.379249 -4.977572  0.394
H47 -17.104329 26.073484 -2.667466  0.407
H48 -18.185441 25.414550 -3.894139  0.285
H49 -18.489671 24.631453 -1.572415  0.447
H50 -16.915617 23.856979 -1.620421  0.364
H51 -17.422481 21.661003 -1.464893  0.426
H52 -18.758794 20.782487 -2.022641  0.337
H53 -19.039871 22.180088 -0.896574  0.405
H54 -20.234277 22.324112 -3.853395  0.348
H55 -19.647723 23.974687 -4.104561  0.354
H56 -20.483004 23.488437 -2.602408  0.405
H57 -17.387706 20.445117 -4.055911  0.197
C28 -12.483694 9.947811 -6.436777  -2.011
C29 -13.541706 10.568473 -7.379290  1.502
C30 -13.974863 9.422676 -8.348377  -1.713
C31 -14.647715 11.111879 -6.441443  -1.249
C32 -15.660162 11.944504 -7.200993  -0.631
C33 -14.985081 13.164539 -7.814439  -0.709
C34 -13.715343 12.803278 -8.619429  1.964
C35 -14.329290 12.427955 -9.982888  -1.969
C36 -12.860488 14.052885 -8.786616  -2.003
N4 -12.949821 11.692818 -8.043526  0.494
O4 -11.824195 11.373034 -8.832265  -0.523
H58 -12.170720 10.714419 -5.724675  0.376
H59 -12.545525 8.910663 -6.111419  0.381
H60 -11.545395 9.838944 -7.002137  0.443
H61 -13.223742 9.098192 -9.066805  0.377
H62 -14.448538 8.649569 -7.745843  0.430
H63 -14.725334 9.781553 -9.063238  0.324
H64 -15.270926 10.322829 -6.009424  0.417
H65 -14.248881 11.663346 -5.589072  0.094
H66 -16.095242 11.303641 -7.981852  0.370
H67 -16.600788 12.174579 -6.690998  0.556
H68 -14.620569 13.727569 -6.941381  -0.423
H69 -15.618154 13.843286 -8.380699  0.681
H70 -15.120076 11.683132 -9.950937  0.360
H71 -13.563085 12.008168 -10.643605  0.361
H72 -14.670293 13.377522 -10.394287  0.506
H73 -12.682782 14.569881 -7.840158  0.328
H74 -13.399558 14.837606 -9.325653  0.362
H75 -11.960858 13.826651 -9.356174  0.551
H76 -11.118769 11.865653 -8.399124  0.357
C37 -23.134575 15.845897 -8.153459  -2.130
C38 -22.600777 14.457873 -8.508012  1.763
C39 -23.458229 13.338668 -7.857230  -1.613
C40 -22.643259 14.417902 -10.058609  -1.300
C41 -21.750103 13.308106 -10.651676  -0.692
C42 -20.315914 13.489619 -10.149828  -1.171
C43 -20.200016 13.492540 -8.612902  1.735
C44 -20.342068 12.052614 -8.075359  -1.814
C45 -18.813425 14.074341 -8.302830  -2.079
N5 -21.179681 14.461607 -8.081994  0.287
O5 -21.063025 14.558003 -6.658060  -0.467
H77 -23.032573 16.032229 -7.080041  0.534
H78 -22.675146 16.682202 -8.682397  0.394
H79 -24.199195 15.989386 -8.361111  0.444
H80 -24.219009 13.821195 -7.251368  0.431
H81 -23.975863 12.786375 -8.649767  0.331
H82 -22.819013 12.547064 -7.478064  0.255
H83 -23.613259 14.102922 -10.457657  0.360
H84 -22.468864 15.401635 -10.492033  0.454
H85 -22.082404 12.331450 -10.307563  0.286
H86 -21.712223 13.506161 -11.722557  0.411
H87 -19.763996 14.327117 -10.578143  0.483
H88 -19.796527 12.596717 -10.517964  0.354
H89 -21.015169 11.389354 -8.626393  0.282
H90 -20.766186 12.143575 -7.073313  0.468
H91 -19.420841 11.467696 -8.060283  0.331
H92 -18.711264 15.088755 -8.682918  0.507
H93 -18.017086 13.443197 -8.702692  0.364
H94 -18.679982 14.072923 -7.218249  0.397
H95 -21.131618 15.516547 -6.581145  0.360
C46 -16.142778 12.758744 4.518249  -1.563
C47 -16.926102 12.283118 3.273755  1.722
C48 -18.187465 13.155447 3.099423  -1.869
C49 -15.970920 12.385156 2.068891  -0.622
C50 -16.488479 11.552129 0.873060  -0.795
C51 -16.856606 10.093756 1.241953  -1.440
C52 -17.508635 9.814758 2.585108  1.552
C53 -19.049051 9.769228 2.420257  -1.733
C54 -16.972865 8.478895 3.122827  -1.913
N6 -17.142882 10.844244 3.588027  0.462
O6 -17.675528 10.548347 4.853532  -0.497
H96 -15.447730 11.997730 4.880939  0.516
H97 -15.613575 13.642337 4.160454  0.014
H98 -16.704179 12.990491 5.424829  0.332
H99 -18.618358 12.917582 2.122781  0.373
H100 -18.883766 12.954108 3.909408  0.373
H101 -17.952923 14.216956 3.001592  0.403
H102 -15.883881 13.434834 1.772957  0.067
H103 -14.924840 12.124590 2.245201  0.364
H104 -17.318342 12.061187 0.379081  0.274
H105 -15.705094 11.525850 0.112934  0.481
H106 -15.956651 9.477163 1.170932  0.448
H107 -17.425874 9.774567 0.364866  0.342
H108 -19.565859 9.605084 3.364049  0.350
H109 -19.458063 9.041706 1.713666  0.413
H110 -19.280033 10.729833 1.952020  0.385
H111 -17.082009 7.856901 2.228374  0.501
H112 -17.646506 7.987919 3.827905  0.345
H113 -15.986776 8.545843 3.573966  0.387
H114 -16.870434 10.389471 5.363111  0.326

Force components x, y, z for each atom (eV/Å):
C -0.4 0.4 1.2
C -1.4 1.3 -1.4
C 1.1 0.6 0.2
C 1.4 -1.0 0.4
C -1.2 -0.5 -0.6
C 1.0 -0.2 0.3
C 0.4 -0.3 0.4
C 0.4 0.4 0.4
C 0.1 -0.2 0.4
N -1.5 -0.8 -1.2
O 0.5 -0.2 0.4
H 0.2 0.1 0.0
H 0.4 -0.1 -0.4
H 0.1 -0.2 -0.2
H 0.2 -0.3 0.0
H 0.0 0.1 -0.1
H -0.6 -0.6 0.3
H 0.1 0.2 0.0
H -0.2 0.6 -0.5
H 0.1 -0.1 -0.1
H 0.0 0.1 0.3
H -0.1 0.5 0.7
H 0.0 0.2 0.0
H 0.0 -0.2 -0.2
H 0.2 0.0 -0.1
H -0.3 0.1 -0.1
H -0.3 -0.2 -0.3
H -0.1 0.3 -0.4
H -0.1 -0.1 0.0
H 0.0 0.0 0.0
C 1.3 -0.8 2.0
C -0.3 1.3 -3.3
C 0.6 -0.3 0.9
C -0.5 0.9 -0.3
C 1.5 -2.0 0.7
C 1.2 -0.4 -0.1
C -0.5 -1.6 0.3
C 0.0 -0.7 0.4
C -0.5 0.0 -0.8
N -1.7 -0.1 0.5
O 0.6 0.0 0.4
H -0.4 -0.2 0.0
H 0.2 0.5 -0.5
H -0.4 0.0 0.0
H -0.2 -0.3 0.1
H -0.3 0.0 0.1
H -0.4 0.4 -0.2
H 0.3 -0.2 0.2
H -0.1 -0.2 0.3
H 0.4 0.6 -0.2
H -0.4 0.2 0.1
H 0.3 1.3 0.6
H -0.9 0.6 -1.1
H 0.2 0.5 -0.5
H -0.5 0.3 0.3
H 0.2 -0.2 -0.4
H 0.2 0.2 0.0
H -0.2 -0.1 0.5
H 0.3 0.0 0.4
H 0.1 0.0 -0.1
C -0.1 -1.8 0.3
C -1.1 0.8 0.4
C 1.1 0.8 -2.9
C -1.0 0.7 1.1
C -1.0 -1.7 -0.1
C 0.7 0.3 -0.4
C -1.1 0.1 1.4
C 1.8 0.0 -0.6
C -0.1 -0.2 -1.3
N 0.6 0.9 1.7
O -0.5 -0.2 -0.9
H 0.5 0.8 0.0
H -0.3 0.6 0.0
H 0.4 -0.2 0.0
H -0.3 -0.1 0.2
H -0.7 -1.1 0.8
H 0.3 0.4 0.8
H 0.1 0.1 -0.2
H 1.2 -0.5 -0.6
H 0.7 0.1 -0.5
H -0.2 0.3 0.4
H -0.3 -0.6 0.1
H 0.0 -0.1 0.0
H -0.1 0.0 0.6
H -0.7 0.3 -0.3
H -0.1 -0.1 0.0
H 0.2 0.0 -0.1
H -0.6 0.0 0.0
H 0.4 0.2 0.3
H 0.2 0.2 0.0
C 2.0 0.7 -1.2
C 0.3 -1.7 0.7
C -1.3 1.3 -0.3
C -1.4 -0.2 -0.5
C -0.7 0.0 -1.5
C 1.2 -0.1 2.0
C -1.7 -0.6 -1.1
C 1.2 0.1 -0.7
C -0.3 0.4 0.1
N 0.3 1.8 1.2
O -0.3 -0.1 -0.2
H -0.4 -0.5 0.7
H -1.1 0.3 0.6
H -0.2 0.2 -0.4
H 0.6 -0.3 0.8
H 0.3 -0.4 -0.3
H -0.3 0.1 0.4
H 0.6 -0.5 0.0
H 0.4 0.1 -0.2
H 0.4 0.0 -0.3
H 0.5 0.4 0.7
H -0.2 0.3 0.0
H -0.1 -0.2 -0.2
H -0.2 0.2 0.3
H 0.0 0.2 -0.1
H -0.3 -0.3 -0.4
H 0.5 -0.5 0.2
H -0.2 -0.3 -0.3
H 0.2 0.2 0.2
H 0.1 -0.2 0.0
C -0.6 0.5 0.8
C 0.1 0.4 -0.7
C 0.2 0.0 -1.6
C -0.1 -1.6 -0.3
C 1.1 2.3 0.7
C 0.0 -1.1 0.0
C 0.3 0.2 -0.9
C -0.5 0.0 0.5
C 0.0 -0.6 0.9
N 0.2 0.1 -1.0
O -0.4 0.0 -0.5
H -0.1 0.0 0.0
H 0.5 -0.3 -0.1
H -0.1 -0.5 0.0
H 0.2 -0.6 0.7
H -0.3 0.3 -0.1
H -0.2 0.4 1.1
H -0.5 0.5 0.7
H 0.5 0.0 0.0
H -0.3 -0.1 -0.6
H -0.4 -0.9 -0.2
H -0.5 0.3 0.0
H 0.4 0.1 0.2
H -0.3 0.5 -0.2
H 0.4 -0.3 0.2
H 0.3 0.4 0.2
H -0.1 0.0 0.0
H -0.1 0.0 -0.2
H 0.1 0.2 0.0
H 0.3 -0.1 0.5
C 0.2 0.5 -0.1
C 0.5 -0.6 2.0
C 0.4 -0.6 -0.9
C -0.7 -0.2 -0.9
C 0.3 0.2 0.6
C 1.1 0.7 -1.0
C -1.0 0.1 1.4
C 0.2 0.3 -0.5
C -1.4 -0.4 -0.8
N 0.9 -0.1 -2.1
O -0.1 0.4 -0.1
H 0.3 0.1 -0.6
H 0.2 0.1 0.6
H -0.5 0.3 -0.4
H -0.4 -0.2 0.2
H -0.1 0.1 -0.1
H 0.2 0.0 0.5
H -0.4 0.1 0.0
H -0.2 -0.5 0.7
H -0.2 0.0 0.2
H 0.0 -0.1 0.0
H 0.2 0.2 0.2
H -0.5 -0.5 0.5
H 0.1 0.4 0.1
H 0.5 -0.3 0.0
H -0.5 0.1 0.4
H 0.9 -0.5 0.2
H 0.0 0.4 0.3
H 0.2 0.0 -0.5
H -0.3 -0.1 0.2

Results
HOMO energy, eV: -7.986
Spin multiplicity: 1
LUMO, hartree: 0.01308
ΔE to the lowest compared entry with this formula, charge and spin, kcal per mole: 125.9
SMILES: CC1(C)CCCC(C)(C)N1O.CC1(C)CCCC(C)(C)N1O.CC1(C)CCCC(C)(C)N1O.CC1(C)CCCC(C)(C)N1O.CC1(C)CCCC(C)(C)N1O.CC1(C)CCCC(C)(C)N1O
Largest force on an atom, eV/A: 3.54
Net charge: 0
HOMO-LUMO gap, eV: 8.341